Record 1
DFT (the ωB97M-V functional and the def2-TZVPD basis) results for C46H57BCaN10O2SSb as an isolated structure.

Atoms and positions in Å:
Sb -14.335 -12.045 8.413
Ca -10.199 -13.292 11.442
S -9.132 -11.639 13.265
O -9.441 -12.943 9.524
O -8.626 -17.636 9.323
N -13.309 -18.517 3.366
N -11.343 -19.610 3.811
N -13.482 -22.790 1.346
N -13.811 -23.893 3.335
N -11.787 -15.351 10.946
N -12.623 -15.784 11.818
N -13.103 -14.033 13.625
N -11.660 -18.915 1.660
N -14.180 -21.319 2.994
N -12.209 -13.099 13.176
C -12.578 -10.451 10.144
C -16.881 -20.588 6.120
C -16.428 -13.203 12.108
C -10.843 -18.955 5.132
C -14.850 -19.690 4.858
C -17.246 -12.066 7.240
C -13.173 -23.530 4.695
C -16.771 -11.996 12.676
C -13.869 -18.728 4.659
C -12.197 -15.879 9.755
C -18.355 -10.074 6.259
C -12.286 -9.800 7.876
C -12.148 -22.970 1.285
C -13.347 -16.774 9.949
C -13.617 -12.106 14.649
C -18.319 -11.456 6.546
C -15.132 -20.871 4.022
C -15.552 -10.844 10.970
C -16.990 -21.726 5.173
C -16.146 -11.235 7.513
C -15.606 -13.262 10.979
C -8.027 -12.641 9.686
C -12.565 -18.880 0.463
C -14.823 -24.905 3.065
C -14.095 -22.579 2.612
C -13.120 -10.406 8.876
C -12.512 -11.953 13.805
C -13.860 -17.538 5.466
C -10.362 -20.546 3.405
C -16.158 -21.726 4.144
C -16.126 -9.952 7.073
C -13.945 -22.230 0.122
C -10.568 -18.358 1.429
C -16.259 -10.803 12.143
C -14.754 -17.352 6.567
C -15.252 -12.070 10.362
C -17.204 -9.301 6.507
C -12.266 -19.029 3.018
C -11.328 -9.853 10.420
C -11.076 -9.141 8.138
C -9.701 -17.670 9.169
C -16.031 -19.440 5.897
C -13.973 -13.464 14.469
C -15.799 -18.274 6.571
C -13.650 -16.556 11.302
C -10.660 -9.173 9.466
B -12.772 -15.403 13.392
H -13.629 -18.786 0.689
H -12.038 -4.712 10.329
H -17.418 -22.750 5.478
H -10.603 -21.668 3.692
H -16.712 -14.124 12.592
H -9.437 -20.321 3.687
H -9.848 -8.593 9.826
H -13.647 -23.076 5.538
H -13.247 -16.637 5.047
H -12.740 -9.688 6.833
H -14.689 -14.103 14.886
H -17.400 -11.992 13.587
H -11.594 -22.116 0.934
H -14.429 -16.931 11.926
H -14.699 -26.072 3.417
H -8.692 -10.658 12.434
H -15.327 -9.898 10.384
H -16.655 -9.773 12.476
H -19.136 -12.104 6.409
H -10.031 -19.640 5.413
H -15.233 -9.381 7.222
H -11.549 -18.811 6.026
H -10.341 -18.020 4.782
H -13.931 -17.311 9.209
H -7.494 -13.157 8.882
H -17.747 -20.510 6.834
H -10.430 -18.343 0.266
H -14.139 -11.286 15.205
H -17.234 -8.245 6.499
H -12.495 -19.854 -0.009
H -10.204 -20.626 2.228
H -12.079 -4.091 10.547
H -12.163 -22.731 4.590
H -15.248 -24.878 1.967
H -14.098 -21.097 0.015
H -13.558 -16.078 14.062
H -11.688 -15.566 13.928
H -11.798 -15.513 8.839
H -12.413 -17.855 0.243
H -15.629 -24.649 3.755
H -12.660 -24.651 4.892
H -10.922 -10.112 11.377
H -11.814 -11.077 13.518
H -12.913 -11.034 10.971
H -11.773 -23.616 0.335
H -14.654 -16.508 6.992
H -11.629 -23.860 1.938
H -15.242 -14.178 10.564
H -7.665 -13.368 10.570
H -16.274 -22.368 3.330
H -14.650 -23.040 -0.279
H -8.099 -11.665 9.871
H -13.283 -22.367 -0.559
H -19.293 -9.661 5.874
H -16.357 -17.884 7.389
H -10.518 -8.692 7.247
H -17.384 -13.184 7.400

Output
Spin multiplicity: 1
HOMO-LUMO gap, eV: 6.20
Energy relative to the best compared isomer or geometry (same formula, charge and spin), kJ/mol: 0.00
Total charge: -1



Record 2
DFT (the ωB97M-V functional and the def2-TZVPD basis) results for a 9-piece molecular cluster, C46H57N5O22 overall.

Atoms and positions in Å:
O -3.716 5.640 -0.856
O -2.239 -0.613 2.859
O 3.341 6.736 -0.062
O 2.898 7.583 1.841
O -0.301 -9.183 -2.631
O -0.459 -7.774 0.840
O -1.078 1.051 -0.749
O 3.193 -1.889 -4.826
O -0.632 -5.640 0.754
O -1.783 6.540 3.591
O 0.678 -0.110 0.075
O -0.653 4.830 4.493
O 1.097 -6.619 -0.296
O 5.958 4.276 -3.058
O -4.001 7.031 0.753
O 4.963 -3.268 -4.995
O -0.222 -0.481 -1.946
O -2.400 -9.544 -2.901
O -2.889 4.774 4.163
O -4.224 -0.822 2.107
O 6.088 2.810 -4.614
O 3.253 -3.621 -6.249
N 2.967 6.622 1.089
N -3.415 -0.885 3.008
N 5.768 3.159 -3.485
N -3.358 6.569 -0.169
N -1.433 -8.793 -2.872
C -3.152 -5.574 -3.635
C 4.285 1.566 -0.450
C -5.647 -2.095 5.745
C -2.915 3.409 4.554
C -0.110 0.141 -0.789
C 0.913 -4.028 -5.707
C -0.496 9.013 -0.079
C -3.847 -1.339 4.317
C -2.042 7.183 -0.412
C 2.584 5.331 1.600
C -0.812 -5.134 -3.148
C -1.643 -7.366 -3.100
C 5.807 -2.463 -4.202
C 0.529 8.183 -0.528
C 3.762 -2.840 -5.313
C 1.808 3.100 1.190
C -0.218 -4.310 0.485
C 4.632 0.978 -3.159
C -4.693 -2.289 6.741
C -5.195 -1.548 4.549
C 3.840 0.171 -2.365
C 5.054 2.205 -2.657
C -0.571 7.256 3.414
C -2.889 -1.760 5.243
C -1.699 5.354 4.197
C -0.638 -10.112 1.247
C -3.328 -2.212 6.470
C -2.099 -4.691 -3.455
C -4.377 2.921 4.447
C 4.799 2.521 -1.320
C 2.495 5.074 2.950
C 1.919 -3.358 -6.644
C -1.026 6.408 -0.902
C 0.256 6.922 -1.021
C -0.560 -6.496 -3.005
C 1.755 2.806 2.565
C 0.214 -9.032 0.634
C -2.914 -6.911 -3.374
C -1.666 3.030 0.558
C 0.084 -6.679 0.365
C 3.753 0.413 -0.999
C 2.057 3.837 3.427
C -1.760 8.450 0.081
C 0.602 -1.612 -2.174
C -1.458 1.540 0.544
C 2.284 4.282 0.702
H -0.171 -11.071 1.007
H 1.199 -8.927 1.093
H -1.158 5.394 -1.261
H 0.638 -4.258 -0.181
H 1.071 6.380 -1.480
H -4.908 3.238 5.347
H -4.418 1.832 4.460
H -3.696 -7.647 -3.514
H 0.475 -6.736 -2.804
H -0.106 -3.932 -6.084
H 0.988 -1.603 -3.191
H 2.530 4.364 -0.348
H 6.704 -3.046 -3.999
H 4.837 0.726 -4.192
H 3.481 -0.784 -2.723
H -1.837 -1.763 5.001
H -0.706 1.290 1.290
H -0.008 -4.418 -3.156
H -2.133 -3.659 -3.792
H 0.222 6.740 2.869
H -5.020 -2.648 7.710
H 1.562 8.509 -0.568
H -0.872 8.071 2.756
H 0.419 -9.219 -0.419
H 1.761 -3.706 -7.662
H 1.878 3.758 4.490
H 4.135 1.793 0.595
H -1.629 -10.209 0.803
H -4.849 3.312 3.549
H 3.258 -0.346 -0.407
H -2.415 3.370 -0.167
H -0.177 7.634 4.356
H 5.018 3.550 -1.058
H 0.985 -3.510 -4.754
H -6.711 -2.068 5.928
H -2.404 1.082 0.830
H -0.739 -10.029 2.327
H -0.775 3.554 0.196
H -2.607 -2.529 7.210
H -1.992 3.470 1.499
H -0.226 10.002 0.263
H 1.664 -2.299 -6.649
H -2.407 2.770 3.829
H 5.376 -2.218 -3.231
H 1.470 -1.584 -1.511
H -4.128 -5.291 -4.000
H 2.706 5.800 3.724
H -2.500 9.050 0.594
H -2.527 3.229 5.552
H -1.066 -3.736 0.111
H 1.726 2.256 0.513
H 0.054 -2.523 -1.933
H 6.124 -1.570 -4.742
H 1.123 -5.097 -5.668
H -5.885 -1.297 3.754
H -0.017 -3.871 1.464
H 1.608 1.795 2.917

Output
Spin multiplicity: 1
HOMO-LUMO gap, eV: 8.89
Energy relative to the best compared isomer or geometry (same formula, charge and spin), kJ/mol: 0.00
Structure (SMILES): O=[N+]([O-])c1ccccc1.O=[N+]([O-])c1ccccc1.O=[N+]([O-])c1ccccc1.O=[N+]([O-])c1ccccc1.O=[N+]([O-])c1ccccc1.CCOC(=O)OC.CCOC(=O)OC.CCOC(=O)OC.CCOC(=O)OC



Record 3
DFT (the ωB97M-V functional and the def2-TZVPD basis) results for C46H58BCl5N4O2P2Ti as an isolated structure.

Atoms and positions in Å:
Ti 1.309 0.016 -0.511
Cl 1.499 -2.739 -2.414
Cl 3.793 -4.795 -2.315
Cl 2.885 -0.940 2.479
Cl 5.717 -4.882 0.144
Cl 5.237 -2.957 2.548
P -1.767 3.135 -0.046
P -0.267 -3.185 0.513
O -0.075 0.051 -1.641
O 2.582 0.040 -2.258
N -0.562 1.446 1.907
N 3.229 0.908 0.120
N 1.403 2.281 -0.950
N -0.701 -0.854 2.111
C -2.281 5.892 0.825
C -1.619 5.017 -0.239
C -2.199 5.370 -1.619
C 2.968 2.128 0.868
C 0.079 2.498 -4.334
C 0.329 1.890 -3.105
C -1.577 1.953 4.177
C -1.199 0.124 -3.706
C 2.579 -2.727 -1.054
C 2.382 3.065 -0.180
C -0.309 0.683 -2.803
C 3.807 -0.354 -2.387
C 6.085 -0.664 -1.514
C 4.442 -3.730 0.083
C -1.284 -0.254 3.233
C -2.360 -1.945 -0.635
C 0.170 -4.858 1.266
C 3.204 -1.928 1.073
C 6.462 -1.324 -2.654
C 4.245 -0.974 -3.582
C -1.445 0.752 -4.916
C 0.713 -5.748 0.138
C 1.234 2.565 -2.180
C -3.802 3.205 2.063
C -2.158 1.366 5.297
C -1.440 -3.878 -1.878
C -2.317 -0.012 5.377
C -1.878 -0.838 4.346
C -2.957 -4.252 0.078
C -0.836 -2.315 2.052
C -0.947 -5.607 2.003
C 4.235 -2.857 1.149
C -3.479 2.783 0.628
C -0.136 5.396 -0.295
C -3.601 1.260 0.549
C 5.523 -1.461 -3.694
C 4.771 -0.189 -1.354
C -4.512 3.373 -0.339
C -1.160 1.137 3.135
C 3.593 -3.681 -1.019
C 1.294 -4.583 2.285
C -0.807 1.945 -5.241
C -0.640 2.827 1.428
C -1.837 -3.376 -0.482
C 2.375 -1.795 -0.034
C 4.430 0.661 -0.254
B -0.123 0.192 1.266
H -3.619 4.257 2.261
H -2.744 -5.313 -0.047
H -2.482 1.994 6.117
H 0.911 -4.592 3.308
H -1.454 3.027 4.142
H -4.863 3.014 2.256
H -3.493 0.910 -0.480
H -2.774 -0.452 6.253
H -4.273 3.136 -1.379
H -1.661 -6.070 1.325
H -1.851 5.728 1.817
H 2.067 -5.354 2.215
H 3.169 3.445 -0.836
H -0.877 -4.811 -1.848
H -3.357 5.737 0.888
H 1.459 -5.226 -0.469
H -1.680 -0.810 -3.442
H -4.612 4.455 -0.245
H 2.231 1.929 1.649
H -0.054 6.457 -0.552
H -0.086 -6.089 -0.524
H -1.970 -1.912 4.439
H -0.497 -6.409 2.599
H -2.923 -1.626 0.243
H -1.497 -4.962 2.693
H -0.824 -3.137 -2.398
H -0.978 3.459 2.248
H -0.320 -2.779 2.896
H -1.984 6.419 -1.849
H 0.342 3.186 1.147
H -3.235 2.618 2.787
H 1.186 -6.638 0.565
H 5.817 -1.966 -4.607
H 6.794 -0.521 -0.704
H -4.588 0.954 0.916
H -0.997 2.431 -6.188
H -2.343 -4.050 -2.474
H 1.901 3.915 0.296
H 1.789 3.404 -2.608
H 3.519 -1.095 -4.377
H 0.390 4.830 -1.068
H 0.590 3.425 -4.567
H -1.552 -1.227 -0.796
H 1.773 -3.625 2.129
H -3.160 -4.063 1.134
H -5.488 2.933 -0.114
H 7.463 -1.720 -2.761
H -2.138 0.301 -5.615
H -3.035 -1.894 -1.496
H -3.878 -4.039 -0.475
H -1.755 4.749 -2.403
H -1.899 -2.525 2.194
H -2.846 0.760 1.158
H -2.118 6.944 0.569
H 0.371 5.255 0.660
H -3.277 5.238 -1.664
H 5.244 1.189 0.250
H 3.867 2.547 1.325

Output
Spin multiplicity: 1
HOMO-LUMO gap, eV: 6.85
Energy relative to the best compared isomer or geometry (same formula, charge and spin), kJ/mol: 48.57



Record 4
DFT (the ωB97M-V functional and the def2-TZVPD basis) results for C46H58CsGeN4O3S2 as an isolated structure.

Atoms and positions in Å:
Cs 1.451 -0.090 -1.349
Ge 2.186 -1.365 2.004
S 0.312 -5.670 -2.311
S 0.512 -1.114 -6.683
O 3.364 -0.818 -2.823
O 4.257 3.176 -1.127
O 3.161 -0.179 -4.933
N 2.707 2.181 -2.571
N -0.012 -3.140 -2.213
N 0.115 -1.103 -4.166
N 0.765 2.789 -0.487
C 0.274 -0.308 -5.174
C 3.079 0.061 3.127
C 3.785 1.511 -3.311
C -2.961 3.469 -1.716
C -5.306 0.326 -2.983
C -1.744 3.620 -2.654
C -3.213 0.977 -4.182
C -0.048 -4.034 5.369
C 0.228 -2.410 -4.541
C -2.443 -0.062 1.978
C 3.887 -1.299 5.052
C -4.274 3.789 -2.438
C 0.644 -1.901 4.513
C 3.752 -2.569 1.601
C -0.026 -2.648 5.462
C -0.119 -4.129 0.015
C -3.766 0.255 -2.963
C 3.111 2.926 -1.558
C 0.020 -4.189 -1.463
C 4.506 -1.396 6.269
C 3.745 -0.058 4.386
C -3.062 -0.144 -0.558
C -2.789 4.550 -0.632
C 0.626 -4.645 4.320
C 5.036 -0.254 6.889
C -2.709 0.536 0.615
C 1.323 -2.484 3.445
C 3.082 1.304 2.538
C 0.360 -4.796 -3.786
C 3.681 2.435 3.118
C -3.764 -0.060 2.778
C 4.274 2.339 4.343
C -1.410 0.762 2.749
C 1.300 -3.877 3.384
C 1.945 3.623 -0.761
C 3.419 0.051 -3.738
C 4.319 1.089 5.006
C 0.413 -2.623 -5.884
C 4.950 0.959 6.262
C -3.265 0.750 -1.610
C 0.189 -3.456 -3.531
C -3.374 -1.226 -3.139
C -2.691 1.893 0.300
C 0.353 1.166 -5.067
C -2.995 2.088 -1.059
C -1.935 -1.499 1.840
H -1.833 3.034 -3.552
H -3.588 4.504 0.110
H -2.652 -2.125 1.310
H -5.691 -0.083 -3.925
H -5.110 3.756 -1.735
H -1.635 4.670 -2.953
H -0.836 3.314 -2.141
H 4.708 1.482 -2.719
H 1.065 1.932 -0.029
H -0.981 -1.507 1.305
H 5.378 1.847 6.715
H 4.586 -2.363 6.753
H 3.670 3.366 2.566
H -0.451 0.774 2.227
H -0.401 1.659 -5.683
H -4.489 3.097 -3.252
H -3.602 -0.476 3.780
H -1.753 -1.945 2.823
H 0.139 3.248 0.166
H -4.521 -0.665 2.276
H 4.486 -2.017 1.013
H -3.570 0.471 -5.087
H 2.396 4.015 0.161
H 3.437 -3.420 0.993
H -2.306 -1.380 -2.972
H -3.931 -1.874 -2.463
H -0.950 -3.478 0.282
H -3.523 2.015 -4.251
H 0.638 -5.726 4.233
H 0.542 -3.559 -6.397
H -1.744 1.787 2.906
H -1.832 4.450 -0.121
H -1.243 0.310 3.732
H 0.664 -0.816 4.622
H -5.715 -0.264 -2.161
H 0.784 -3.700 0.457
H 1.356 1.478 -5.365
H 5.525 -0.337 7.853
H -4.149 0.956 2.884
H -0.571 -4.629 6.109
H -2.421 2.668 1.002
H 0.231 1.471 -4.032
H 4.738 3.198 4.814
H 0.552 -5.259 -4.737
H -0.288 -5.115 0.449
H -2.808 5.540 -1.097
H 4.232 -2.944 2.507
H 1.607 4.469 -1.369
H -3.607 -1.540 -4.163
H -2.130 0.928 -4.187
H -3.143 -1.218 -0.641
H -0.529 -2.149 6.282
H 3.490 -2.180 4.574
H -4.229 4.797 -2.865
H -5.672 1.345 -2.882
H 1.836 -4.389 2.591
H 2.617 1.445 1.567
H 4.002 2.054 -4.242

Output
Spin multiplicity: 2
HOMO-LUMO gap (spin up / spin down), eV: 4.32 / 2.74
Energy relative to the best compared isomer or geometry (same formula, charge and spin), kJ/mol: 148.00
Total charge: -2



Question: Which value of spin multiplicity does entry 3 give?
Answer: 1